C2H5N3S | ωB97M-V with the def2-TZVPD basis set

Computed properties:
calculated total energy	-641.5353	Ha
SMILES	C=NS/C=N/N
lowest unoccupied orbital energy	0.0178	Ha
ΔE to the lowest compared entry with this formula, charge and spin	93.3	kcal/mol
HOMO level	-8.424	eV
frontier orbital gap	8.91	eV
multiplicity	1

Each line ends with the natural charge from an NBO analysis.
Element x y z (Å)
S -0.208 0.542 -1.932  0.45
N -1.113 -1.188 1.421  -0.65
N -0.330 -0.700 0.285  -0.29
N 0.915 1.794 -1.195  -0.51
C -0.901 -0.459 -0.834  -0.22
C 1.782 1.456 -0.246  -0.09
H -0.532 -1.562 2.119  0.36
H -1.971 -0.634 -0.995  0.19
H 1.579 0.460 0.373  0.23
H 2.501 2.213 -0.058  0.19
H -1.722 -1.923 1.062  0.34

=====

C6H11BrSi | ωB97M-V with the def2-TZVPD basis set

Computed properties:
calculated total energy	-3098.7044	Ha
SMILES	C=C/C=C\[Si](C)(C)Br
lowest unoccupied orbital energy	0.0144	Ha
ΔE to the lowest compared entry with this formula, charge and spin	18.5	kcal/mol
HOMO level	-9.460	eV
frontier orbital gap	9.85	eV
multiplicity	1

Each line ends with the natural charge from an NBO analysis.
Element x y z (Å)
Br 0.628 1.578 3.052  -0.39
Si 0.327 0.272 1.179  1.47
C -0.715 -1.126 2.187  -1.05
C 0.058 -0.642 -1.772  -0.38
C -0.563 1.623 0.144  -1.10
C 2.000 -0.326 0.450  -0.64
C 1.299 -0.090 -1.882  -0.21
C 2.317 -0.295 -0.869  -0.18
H -1.056 2.320 0.708  0.24
H -1.085 -1.799 1.499  0.21
H -0.821 -0.505 -2.278  0.21
H 3.321 -0.454 -1.288  0.21
H 0.115 -1.436 -1.044  0.19
H 0.133 2.176 -0.604  0.25
H -0.028 -1.505 3.033  0.25
H -1.411 1.149 -0.377  0.23
H 1.607 0.724 -2.554  0.21
H -1.563 -0.521 2.578  0.24
H 2.764 -0.434 1.166  0.23

=====

C20H17F3N4O5S | ωB97M-V with the def2-TZVPD basis set

Computed properties:
calculated total energy	-2065.4904	Ha
SMILES	O=C(COC(=O)c1cccnc1Nc1cccc(C(F)(F)F)c1)NCCN1C(=O)CSC1=O
lowest unoccupied orbital energy	0.0033	Ha
ΔE to the lowest compared entry with this formula, charge and spin	0.0	kcal/mol
HOMO level	-8.033	eV
frontier orbital gap	8.12	eV
multiplicity	1

Each line ends with the natural charge from an NBO analysis.
Element x y z (Å)
S 0.108 -2.103 -0.601  0.27
F 4.101 -2.967 -0.177  -0.33
F 5.074 -2.087 -1.879  -0.33
F 6.155 -2.346 -0.039  -0.32
O -3.421 -2.086 -1.493  -0.63
O -0.909 -0.116 0.810  -0.62
O -0.570 0.454 -2.006  -0.63
O -2.492 -4.365 1.122  -0.56
O -2.565 1.318 -1.457  -0.52
N 1.186 3.409 0.522  -0.49
N 1.498 1.374 -0.553  -0.59
N -3.889 -0.510 0.063  -0.62
N -1.828 -2.190 1.092  -0.49
C 0.698 2.412 -0.217  0.45
C -4.147 -1.444 1.132  -0.24
C 4.811 1.408 1.090  -0.19
C -2.886 -1.722 1.965  -0.23
C 3.561 1.842 0.693  -0.25
C 5.297 0.169 0.706  -0.21
C -0.950 -1.289 0.537  0.55
C -1.454 3.503 -0.294  -0.10
C 4.963 -1.993 -0.540  0.97
C -3.491 -0.924 -1.158  0.66
C 0.409 4.421 0.845  0.10
C 3.248 -0.215 -0.512  -0.24
C -0.921 4.527 0.467  -0.32
C -1.214 1.308 -1.431  0.82
C 4.501 -0.636 -0.097  -0.13
C -1.786 -3.503 0.676  0.72
C -0.737 -3.687 -0.391  -0.64
C -3.185 0.227 -2.121  -0.18
C -0.658 2.422 -0.660  -0.26
C 2.760 1.031 -0.113  0.25
H -1.230 -3.958 -1.327  0.27
H -4.123 0.602 -2.539  0.22
H 2.644 -0.856 -1.137  0.22
H -4.479 -2.378 0.669  0.24
H -1.515 5.379 0.755  0.22
H -2.541 -0.149 -2.922  0.24
H 3.185 2.803 0.999  0.26
H 6.271 -0.170 1.022  0.23
H 1.038 0.678 -1.139  0.44
H -4.936 -1.051 1.775  0.21
H -2.532 -0.812 2.456  0.23
H -2.483 3.535 -0.620  0.23
H -3.090 -2.502 2.700  0.24
H -3.759 0.464 0.297  0.41
H -0.023 -4.464 -0.122  0.26
H 0.885 5.191 1.440  0.19
H 5.420 2.045 1.713  0.22

=====

C4H6N2 | ωB97M-V with the def2-TZVPD basis set

Computed properties:
calculated total energy	-265.3359	Ha
lowest unoccupied orbital energy (spin up / spin down)	0.0474 / -0.0225	Ha
ΔE to the lowest compared entry with this formula, charge and spin	21.6	kcal/mol
HOMO level (spin up / spin down)	-7.254 / -11.010	eV
frontier orbital gap (spin up / spin down)	8.55 / 10.40	eV
multiplicity	3

Each line ends with the natural charge from an NBO analysis.
Element x y z (Å)
N -2.349 2.826 1.871  0.00
N -1.579 2.156 1.447  0.00
C -0.892 0.855 -0.514  0.00
C 0.670 -1.067 -1.031  -0.42
C -0.356 -0.381 -0.130  -0.42
C 1.107 -0.618 0.274  -0.41
H 0.925 -0.773 -2.032  0.22
H 1.373 -1.565 0.955  0.22
H -1.074 -1.140 0.383  0.22
H 1.713 0.255 0.641  0.23
H -0.096 1.600 -0.749  0.13
H 0.558 -2.148 -1.115  0.21

=====

C42H105F6N7O14P | ωB97M-V with the def2-TZVPD basis set

Computed properties:
calculated total energy	-4040.1533	Ha
charge	-1
lowest unoccupied orbital energy	0.0796	Ha
ΔE to the lowest compared entry with this formula, charge and spin	110.5	kcal/mol
HOMO level	-5.652	eV
frontier orbital gap	7.82	eV
multiplicity	1

Each line ends with the Löwdin charge.
Element x y z (Å)
P -0.020 0.838 0.818  0.29
F -0.752 0.401 2.142  -0.15
F 1.261 1.195 1.801  -0.19
F -0.596 2.367 0.862  -0.19
F 0.434 -0.759 0.673  -0.19
F -1.335 0.510 -0.135  -0.20
F 0.811 1.344 -0.595  -0.21
O 4.394 -1.791 1.508  -0.18
O -0.493 -5.847 -2.473  -0.23
O -0.657 2.100 -3.991  -0.20
O -0.755 -1.263 -6.456  -0.20
O -5.511 6.523 2.253  -0.23
O 1.754 0.894 -4.380  -0.20
O 7.002 1.808 9.400  -0.14
O -5.357 -0.647 -0.629  -0.17
O -2.970 -4.211 0.836  -0.20
O 1.866 0.898 6.122  -0.20
O 7.700 -4.822 4.241  -0.22
O -7.805 0.461 -4.438  -0.17
O -1.468 6.944 -0.722  -0.18
O 0.669 -1.488 -4.245  -0.21
N 0.834 1.017 -6.915  -0.06
N -0.359 -5.014 0.463  -0.05
N -5.230 -1.361 -3.479  -0.06
N -1.840 -0.476 -3.740  -0.02
N -2.386 5.370 2.648  -0.05
N 5.525 -2.387 3.914  -0.04
N 4.426 2.379 7.737  -0.09
C -1.270 6.265 0.532  -0.22
C 2.443 2.196 6.178  -0.18
C -7.302 1.084 -5.543  -0.19
C -4.843 -1.853 -1.184  -0.21
C 2.702 1.341 -5.338  -0.21
C -7.403 -1.003 -4.512  -0.15
C -6.591 7.460 2.570  -0.09
C -3.742 -5.126 1.527  -0.15
C 5.340 -1.010 3.525  -0.25
C 1.278 -0.214 -7.563  -0.21
C -2.169 6.152 -1.648  -0.12
C 0.775 -4.973 -0.443  -0.21
C -2.518 6.125 1.338  -0.20
C 0.590 -6.087 -1.532  -0.18
C 8.367 1.865 9.714  -0.15
C 0.025 3.362 -3.787  -0.08
C 5.054 3.112 8.887  -0.21
C 6.706 -2.594 4.841  -0.20
C 3.296 -1.757 0.707  -0.16
C -3.651 4.842 3.077  -0.22
C -5.595 -2.239 -2.414  -0.22
C -1.774 1.992 -3.070  -0.19
C -1.092 -1.026 -2.717  -0.22
C 2.330 0.587 -3.138  -0.12
C -1.992 -3.558 1.689  -0.16
C 4.187 -0.868 2.609  -0.20
C -5.952 -1.375 -4.759  -0.19
C 6.967 -4.017 5.269  -0.19
C -4.637 -0.184 0.468  -0.12
C -0.541 -3.680 1.065  -0.18
C -2.629 0.719 -3.343  -0.16
C -1.963 -2.052 -6.725  -0.10
C 7.923 -6.221 4.550  -0.10
C 0.956 0.721 5.095  -0.14
C 3.004 2.617 7.583  -0.19
C -0.600 -6.588 -3.705  -0.08
C 1.756 -2.453 -4.622  -0.06
C 6.547 3.077 8.949  -0.24
C 0.062 -1.152 -7.715  -0.16
C -0.288 -2.163 -3.415  -0.19
C -4.826 5.908 3.392  -0.17
C 1.998 1.888 -6.613  -0.18
H 2.439 1.532 -2.606  0.08
H 0.989 3.100 -4.223  0.06
H 2.584 2.092 -7.509  0.10
H 0.395 -7.030 -1.023  0.11
H 2.370 -2.886 -3.832  0.08
H 3.374 -2.249 -0.262  0.09
H -5.467 -0.706 -5.469  0.10
H 0.150 3.574 -2.725  0.08
H -0.387 -0.472 -2.097  0.10
H 1.753 -5.043 0.035  0.11
H -1.308 -5.969 -4.255  0.08
H -5.848 -2.304 -5.320  0.12
H -4.526 -4.672 2.133  0.08
H -2.583 -1.155 -3.828  0.07
H -1.225 -5.226 -0.011  0.09
H 8.415 -6.211 5.522  0.07
H -1.876 -3.796 2.746  0.11
H -7.311 6.988 3.238  0.08
H 6.949 -6.688 4.692  0.07
H 1.502 -6.338 -2.075  0.10
H -4.392 6.693 4.010  0.11
H 6.343 -2.057 5.717  0.11
H -1.776 4.585 2.469  0.09
H -4.971 -2.720 -0.536  0.12
H -0.506 4.076 -4.417  0.08
H -2.193 -2.487 1.708  0.11
H -2.531 -1.493 -7.468  0.07
H -1.374 2.023 -2.056  0.09
H -2.387 2.893 -3.082  0.10
H 4.640 2.640 9.778  0.12
H -6.663 -2.095 -2.248  0.11
H 1.407 -3.171 -5.364  0.08
H -0.862 -2.898 -3.979  0.11
H -5.354 -3.267 -2.681  0.13
H 3.337 0.202 -2.979  0.09
H -5.333 -0.412 -3.148  0.10
H -1.809 -3.065 -7.096  0.07
H -4.505 -0.772 1.375  0.09
H -3.340 5.587 0.866  0.10
H 2.432 -2.162 1.234  0.08
H -0.533 -0.637 -8.470  0.10
H -0.520 6.844 1.071  0.13
H -7.119 7.746 1.660  0.08
H 6.793 3.898 9.622  0.12
H 2.866 3.667 7.842  0.10
H -4.284 -5.786 0.850  0.08
H 2.624 2.001 8.398  0.12
H -3.642 0.176 0.203  0.07
H 8.705 2.713 10.308  0.08
H 1.636 -0.019 -2.556  0.07
H 0.920 -4.010 -0.933  0.09
H -3.507 4.363 4.046  0.11
H 3.389 0.523 -5.557  0.11
H 1.540 2.866 -6.463  0.10
H 4.952 2.358 6.875  0.10
H -3.797 -1.675 -1.431  0.11
H -5.537 5.273 3.921  0.10
H -4.130 4.146 2.388  0.11
H 0.385 -6.554 -4.172  0.08
H 1.553 2.823 6.219  0.11
H -7.943 -1.286 -5.415  0.10
H 2.547 -1.996 -5.217  0.06
H -3.128 -5.734 2.193  0.09
H -1.005 -7.573 -3.470  0.08
H -7.905 -1.573 -3.731  0.11
H 6.007 -4.527 5.342  0.11
H -7.776 0.661 -6.428  0.08
H -1.735 -1.562 -2.019  0.10
H 2.990 2.428 5.264  0.13
H -6.176 8.376 2.991  0.08
H -2.568 -2.101 -5.820  0.06
H 3.300 2.182 -4.984  0.11
H 1.541 0.722 4.175  0.07
H -7.592 2.129 -5.432  0.09
H 9.159 1.904 8.966  0.08
H 3.296 -1.198 3.143  0.13
H 5.212 -0.263 4.309  0.12
H -3.131 0.601 -2.383  0.09
H -3.187 5.976 -1.301  0.08
H 7.644 -2.077 4.637  0.11
H 0.488 -2.095 -8.057  0.11
H -0.554 -3.046 0.178  0.09
H 8.491 -6.797 3.819  0.08
H -1.695 5.213 -1.935  0.07
H 6.251 -0.654 3.044  0.12
H 0.159 -3.291 1.804  0.11
H 1.956 -0.690 -6.854  0.09
H 4.649 4.119 8.986  0.10
H 1.776 0.099 -8.481  0.11
H 5.574 -2.984 3.101  0.10
H -2.834 7.164 1.433  0.12
H 0.213 -2.745 -2.642  0.09
H 0.197 1.534 -7.504  0.11
H -6.239 1.101 -5.783  0.08
H 4.133 0.174 2.295  0.13
H 0.085 1.373 5.029  0.09
H 6.944 3.332 7.967  0.13
H -2.256 6.786 -2.530  0.09
H 3.129 -0.730 0.384  0.08
H 7.336 -4.023 6.295  0.11
H 8.597 1.027 10.371  0.09
H 0.573 -0.298 5.150  0.09
H -3.414 0.893 -4.078  0.10
H -5.185 0.713 0.759  0.09
H -0.847 5.273 0.372  0.11